1.
Computed, not measured: 15 unconnected molecules or ions with the total composition C34H55F2IN15OP, with ωB97M-V/def2-TZVPD.

```
109
Properties=species:S:1:pos:R:3:forces:R:3
C -0.346442 1.174810 -2.297634 0.42 0.14 0.35
C 1.084499 1.698390 -1.811617 -0.73 1.45 1.41
O 1.228401 2.252253 -0.700851 -0.16 -2.04 -3.49
N 2.215984 1.502839 -2.742920 -0.59 0.08 1.40
C 2.746357 0.127602 -2.475739 -0.69 -1.40 -1.03
C 3.983266 -0.301807 -3.390794 0.81 -0.13 1.15
C 5.266625 0.648186 -3.277513 -0.16 0.04 0.08
C 5.096876 2.108737 -3.911702 1.27 0.41 0.51
P 4.488771 2.142711 -5.692570 2.02 1.73 2.06
F 4.349558 3.867381 -5.601059 0.00 -2.74 -0.40
F 5.957601 1.395547 -6.190949 -2.53 0.84 0.26
I 3.722507 2.304248 -8.048058 0.24 0.11 -0.20
H -0.584986 1.582831 -3.341555 0.38 -0.73 1.42
H -0.357652 0.028113 -2.281552 0.14 1.71 -0.31
H -1.151317 1.503396 -1.563906 1.19 -0.26 -0.98
H 1.929034 1.624560 -3.721496 -0.22 -0.47 0.63
H 2.927724 0.006055 -1.358151 0.20 0.34 -1.56
H 1.888674 -0.602220 -2.728601 1.42 0.74 0.49
H 4.315141 -1.333080 -3.001905 -0.62 1.52 -0.61
H 3.726996 -0.455658 -4.488792 -0.07 0.20 1.39
H 6.140541 0.079844 -3.765360 -1.24 1.04 0.58
H 5.575242 0.798786 -2.179264 -0.84 -0.27 -1.92
H 6.145065 2.589303 -3.913572 -1.53 -0.62 -0.10
H 4.453520 2.797778 -3.253469 0.63 -1.25 -1.19
H 3.284727 1.417322 -5.417084 0.46 0.20 -0.35
C 9.156072 0.715479 -0.765598 0.34 0.12 -0.20
C 7.810538 0.143357 -0.840319 0.05 -0.04 0.11
N 6.753420 -0.307552 -0.900956 0.66 -0.05 0.34
H 9.136936 1.740469 -0.390850 -0.21 -0.17 0.04
H 9.801263 0.140626 -0.100821 -0.26 -0.04 -0.09
H 9.638974 0.738107 -1.745808 -0.26 -0.10 -0.04
C 12.236965 -0.914638 -3.597535 -0.03 -0.02 -0.33
C 12.392808 -0.871004 -2.141832 0.03 -0.01 0.16
N 12.516442 -0.837361 -0.997576 -0.08 0.03 -0.49
H 11.463343 -0.223328 -3.939136 0.04 -0.02 0.22
H 13.163569 -0.643950 -4.108268 -0.01 0.00 0.24
H 11.955871 -1.912568 -3.940926 0.02 0.04 0.24
C -3.673066 -0.032896 0.331049 -0.15 0.07 0.18
C -2.854266 -0.710104 -0.676272 -0.02 -0.08 0.06
N -2.209819 -1.241288 -1.467398 -0.29 0.00 0.28
H -3.070720 0.622933 0.963594 0.10 -0.08 -0.21
H -4.447749 0.582605 -0.128064 0.24 -0.09 -0.11
H -4.173861 -0.747797 0.988132 0.15 -0.12 -0.18
C -7.904487 1.253733 -0.155562 -0.24 -0.13 -0.29
C -6.646589 1.993249 -0.038235 -0.16 0.13 0.02
N -5.657077 2.575320 0.054477 -0.35 -0.20 0.01
H -8.138675 0.713606 0.760781 0.20 0.22 -0.09
H -8.744368 1.919934 -0.361904 0.25 0.14 0.12
H -7.866255 0.520195 -0.963361 0.26 0.11 0.08
C -7.239414 3.557852 4.148320 0.19 0.02 0.11
C -8.147260 3.049203 3.118180 0.06 0.08 -0.04
N -8.861146 2.650326 2.308106 0.15 0.14 0.43
H -6.193250 3.418673 3.865930 -0.17 -0.06 -0.20
H -7.388201 4.625411 4.323580 -0.15 -0.12 -0.14
H -7.387775 3.049372 5.103743 -0.11 0.08 -0.33
C 11.900796 0.506922 3.115148 0.32 -0.05 0.13
C 10.554221 0.754281 2.595616 -0.01 0.01 0.05
N 9.496603 0.948956 2.186894 0.40 -0.03 0.33
H 12.027730 0.925868 4.115818 -0.22 0.03 -0.11
H 12.115223 -0.561893 3.180099 -0.21 0.07 -0.11
H 12.665418 0.953431 2.475790 -0.23 0.00 -0.08
C 4.196174 -0.471668 -10.719541 -0.03 0.28 -0.04
C 4.161045 -1.935612 -10.684609 0.01 -0.01 -0.02
N 4.133673 -3.085282 -10.656848 0.00 0.37 0.01
H 5.220765 -0.093722 -10.704635 -0.04 -0.22 0.04
H 3.719096 -0.079723 -11.620690 0.01 -0.24 0.02
H 3.677553 -0.037068 -9.861744 0.06 -0.27 -0.05
C -0.044747 -4.351081 -2.649472 -0.31 -0.18 -0.06
C 1.214574 -3.612751 -2.534163 -0.02 -0.01 0.04
N 2.203705 -3.032061 -2.442596 -0.33 -0.33 -0.08
H -0.276817 -4.896927 -1.732180 0.20 0.16 0.01
H -0.885670 -3.683091 -2.850095 0.21 0.13 0.07
H -0.009677 -5.081301 -3.462055 0.17 0.13 0.00
C -8.151591 0.583863 8.017294 -0.09 -0.33 0.12
C -7.691123 1.898145 7.567878 0.01 0.05 0.08
N -7.329966 2.932598 7.216552 -0.12 -0.46 0.28
H -7.528633 -0.218503 7.615467 0.06 0.23 -0.07
H -8.126420 0.502172 9.105953 0.04 0.28 -0.10
H -9.178400 0.388927 7.700263 0.09 0.23 -0.04
C -9.074569 5.915981 9.803245 0.03 0.36 -0.15
C -9.028418 4.463537 9.979353 0.00 0.04 -0.01
N -8.991755 3.322364 10.118348 -0.05 0.30 0.05
H -10.071543 6.313942 10.003258 0.06 -0.22 0.08
H -8.382685 6.424924 10.477041 -0.07 -0.22 0.02
H -8.807916 6.206622 8.784481 0.01 -0.30 0.03
C 2.414638 -5.762560 -5.759067 0.35 0.13 -0.03
C 1.066627 -6.331033 -5.831570 0.05 0.03 -0.04
N 0.006458 -6.776287 -5.884458 0.33 0.13 0.13
H 2.399874 -4.738694 -5.377955 -0.19 -0.12 0.02
H 3.060483 -6.344656 -5.097777 -0.20 -0.02 0.00
H 2.894503 -5.735862 -6.740039 -0.25 -0.08 0.00
C -9.220428 -2.494902 2.544097 -0.10 -0.10 0.31
C -8.747318 -2.058229 1.228845 -0.01 -0.04 -0.02
N -8.376441 -1.714757 0.195648 -0.15 -0.33 0.39
H -9.208096 -1.675896 3.266763 0.06 0.06 -0.23
H -10.244361 -2.871744 2.496996 0.10 0.08 -0.20
H -8.597484 -3.295594 2.948807 0.05 0.09 -0.22
C -9.411787 4.848942 13.872014 0.00 -0.32 0.15
C -9.446951 6.201191 13.310206 -0.01 0.12 0.00
N -9.474647 7.264396 12.868824 0.02 -0.49 0.16
H -10.179657 4.210740 13.429396 0.04 0.22 -0.09
H -8.447711 4.366786 13.696472 -0.05 0.21 -0.10
H -9.578991 4.858752 14.951342 0.00 0.22 -0.12
C 1.566863 -8.304619 -2.673933 -0.28 -0.16 0.00
C 2.827150 -7.567011 -2.552470 -0.02 -0.02 0.04
N 3.816269 -6.986923 -2.459399 -0.32 -0.19 -0.09
H 1.332943 -8.852153 -1.758217 0.21 0.13 -0.01
H 0.727752 -7.635251 -2.876310 0.20 0.06 -0.02
H 1.604734 -9.032380 -3.487448 0.16 0.15 0.03
```
Forces are in eV/Å.

## Properties
- orbital gap (eV) = 8.633
- highest occupied orbital energy (eV) = -8.72

2.
Computed, not measured: a molecular structure, C34H56F3HgO21S7V, with ωB97M-V/def2-TZVPD.

```
123
Properties=species:S:1:pos:R:3:forces:R:3
O -3.236212 -0.731363 2.481995 0.93 -2.58 0.51
V -2.518132 -2.089143 2.201165 -0.44 3.39 -3.46
Hg -1.672702 0.993987 -3.258945 -1.40 -1.16 0.18
C -6.504002 -1.443613 -2.162945 2.97 -0.34 -0.73
C -5.519952 -1.212733 -3.211205 -0.62 0.30 1.12
C -3.953852 -1.191183 -2.896925 -3.22 -1.25 2.77
O -3.164432 -0.706303 -3.718645 1.42 1.33 -1.14
C -3.678632 -1.690613 -1.605375 2.85 0.93 -4.72
C -4.579312 -2.106973 -0.712455 -1.02 0.51 1.53
C -6.081602 -1.926133 -0.924985 -3.80 0.78 1.01
O -6.980162 -2.028083 -0.017255 2.75 -0.59 -0.36
O -4.130142 -2.419343 0.411815 0.94 -1.42 3.90
O -5.847722 -0.887503 -4.321205 -0.12 0.62 -2.12
H -7.550872 -1.253953 -2.348705 0.08 -0.14 -0.12
H -2.611202 -1.809923 -1.492375 0.25 0.07 0.98
C -0.221772 1.600177 1.272065 -0.65 -1.95 -0.12
F 0.318368 1.146847 2.433715 0.34 0.61 -0.97
F -1.456732 1.974387 1.582185 0.11 0.31 -0.48
F 0.461598 2.640497 0.771885 -0.30 -0.86 0.37
S -0.314092 -0.011363 0.077955 1.31 1.30 -1.98
O 1.094258 -0.388533 -0.139725 -1.80 0.04 1.34
O -1.193592 -0.850713 0.895855 0.48 -0.27 -0.27
O -0.883992 0.354427 -1.250135 0.44 -0.26 3.30
C 2.044098 6.729947 4.229035 -0.43 1.16 0.20
C 1.681148 6.231937 2.871205 0.10 -0.04 -1.89
O 1.071328 6.901257 2.043255 0.51 -1.01 1.14
C 2.373528 4.896147 2.462225 -1.16 0.79 0.02
H 1.637538 6.203697 5.092675 0.34 -0.60 -0.24
H 1.676648 7.747807 4.359545 0.02 0.08 -0.25
H 3.132948 6.778447 4.217255 0.10 -0.23 0.48
H 2.748928 4.431327 3.373885 0.34 -0.29 -0.46
H 3.096428 5.105317 1.673705 0.58 0.24 0.57
H 1.686318 4.260307 1.904065 -0.32 -0.10 0.55
C -0.043812 -3.671173 6.362115 0.33 -0.41 -0.51
C 0.833948 -2.479713 6.766135 0.28 -1.81 1.33
C 0.665588 -1.481053 5.726705 0.15 2.75 -1.59
S 0.550148 -2.315743 4.096125 -1.76 -2.02 3.36
O 1.818878 -2.252413 3.477015 0.79 0.42 -1.69
O -0.741102 -1.930603 3.450375 0.37 -0.15 0.01
C 0.295888 -4.025783 4.910145 0.50 1.10 -1.59
H -1.078572 -3.328703 6.370825 -0.17 -0.34 0.39
H 0.138778 -4.542593 6.990925 -0.39 0.09 0.07
H 1.884158 -2.742903 6.892165 0.16 -0.41 -0.62
H 0.657778 -2.125653 7.781865 -0.78 0.26 -0.16
H 1.537588 -0.827103 5.734555 0.07 0.07 -0.63
H -0.187272 -0.804893 5.786195 -0.33 -0.33 0.24
H 1.220838 -4.562773 4.699865 0.41 0.31 0.60
H -0.374312 -4.567513 4.242725 -0.72 0.19 0.49
C 3.940198 -0.030853 1.707365 0.91 0.45 -1.42
C 5.163218 -0.965563 1.641065 0.01 -0.24 -1.19
C 5.709308 -1.199973 2.996015 -0.07 0.03 1.21
S 5.597478 0.453787 3.811935 -1.13 -0.96 1.88
O 6.841928 1.170777 3.588865 -0.93 -0.41 0.11
O 5.070378 0.259757 5.203425 0.95 0.74 -2.86
C 4.247558 1.105667 2.648065 -0.12 -0.59 2.08
H 2.984388 -0.545023 1.808185 0.16 0.22 0.39
H 3.996008 0.445227 0.728415 -0.83 -0.24 -0.28
H 5.840818 -0.473543 0.943305 0.39 -0.41 0.06
H 4.839568 -1.940163 1.275655 0.19 0.15 -0.56
H 6.699638 -1.600273 3.213035 0.32 0.50 -0.71
H 5.066778 -1.999183 3.365495 -0.39 0.64 1.10
H 4.548618 2.056657 2.208665 0.24 -0.26 0.03
H 3.395878 1.245557 3.313775 0.14 0.39 0.12
C -1.398002 -5.766043 -1.742065 -0.66 0.54 1.15
C 0.058798 -5.438413 -2.052145 1.11 1.31 2.09
C 0.453768 -4.293063 -0.956365 -2.48 -0.58 -0.27
S -0.519152 -4.869563 0.656355 2.41 -1.07 0.28
O -1.297762 -3.759123 1.260645 -0.16 -0.51 -0.46
O 0.360478 -5.590823 1.610415 -1.35 1.46 -1.50
C -1.532742 -6.116903 -0.197295 0.57 0.28 -1.66
H -1.841292 -6.544743 -2.362735 0.23 -0.11 0.15
H -1.989522 -4.865823 -1.908795 -0.10 0.09 -0.24
H 0.192608 -4.980803 -3.032345 -0.13 -0.16 -0.01
H 0.757808 -6.261923 -1.906205 -0.22 -0.23 -0.23
H -0.114422 -3.422003 -1.282745 -0.38 0.16 0.22
H 1.447108 -3.873303 -0.797695 0.19 -0.97 0.44
H -2.538002 -6.185033 0.218515 0.07 0.28 -0.15
H -1.012452 -7.070773 -0.110535 0.10 0.13 0.72
C -5.507922 4.277877 -1.336005 2.73 0.77 -0.86
C -6.583542 3.327517 -1.124515 -1.37 -1.77 3.31
C -6.004112 1.938347 -1.404785 0.19 0.81 -1.11
S -4.338352 1.928757 -0.615075 -2.68 -1.31 -1.53
O -3.417832 1.268207 -1.604825 -0.72 2.03 1.71
O -4.560802 1.346557 0.695245 1.26 0.33 -0.63
C -4.270402 3.730897 -0.487165 0.30 0.71 -0.09
H -5.722662 5.333767 -1.171465 0.02 -0.15 0.55
H -5.232872 4.236617 -2.389925 0.31 0.05 -0.25
H -7.597362 3.555867 -1.453335 0.36 -0.17 -0.86
H -6.734972 3.279227 -0.046165 -0.33 0.36 0.51
H -5.916812 2.004747 -2.489255 0.52 -1.14 -0.18
H -6.533152 1.054007 -1.049585 0.00 0.11 -0.12
H -3.251662 4.056437 -0.697625 -0.13 0.18 -0.79
H -4.340352 3.989027 0.569515 -0.55 -0.35 0.11
C 2.489358 -1.828163 -6.166555 0.41 -0.80 -0.44
C 3.124108 -1.877253 -4.710965 0.01 0.77 -1.82
C 2.044358 -2.408763 -3.813005 -1.14 0.08 0.01
S 0.379148 -1.767973 -4.519965 -1.14 -1.82 1.28
O -0.150172 -0.630183 -3.663755 2.01 -2.63 -2.31
O -0.507312 -2.951753 -4.684575 1.55 2.22 0.28
C 1.098698 -1.243853 -6.124025 -0.14 1.15 1.55
H 2.438448 -2.779543 -6.696075 0.07 -0.53 0.63
H 3.061998 -1.250903 -6.892465 0.27 0.38 0.43
H 3.494288 -0.872323 -4.508015 -0.44 0.17 0.42
H 4.039768 -2.468333 -4.728155 -0.28 -0.39 0.09
H 2.046548 -2.222963 -2.738955 0.17 0.55 -0.13
H 2.006078 -3.491913 -3.928825 -0.42 -0.01 -0.20
H 1.239548 -0.183753 -5.913205 -0.36 0.34 -0.40
H 0.423388 -1.425053 -6.960215 0.05 -0.12 0.27
C 2.249698 4.353857 -1.095885 0.55 -0.31 -0.23
C 2.200048 5.282247 -2.303725 0.07 -1.14 -0.78
C 1.234328 4.568107 -3.283175 0.18 0.52 -0.41
S 1.632738 2.777367 -3.257035 2.25 1.30 0.79
O 2.704308 2.489067 -4.233805 -2.30 0.16 1.03
O 0.428268 1.949797 -3.163495 0.35 0.58 -0.52
C 2.442538 2.900927 -1.625505 0.10 -0.14 0.36
H 1.370278 4.548447 -0.481995 0.04 -0.47 0.06
H 3.146128 4.666337 -0.560295 -0.18 -0.35 0.45
H 3.192298 5.356627 -2.748705 0.00 0.14 -0.03
H 1.870188 6.267077 -1.972965 -0.16 -0.04 -0.43
H 1.357578 4.807307 -4.339435 -0.18 0.39 0.08
H 0.241448 4.816077 -2.907925 -0.30 -0.67 -0.38
H 3.504368 2.711327 -1.782625 0.01 0.21 -0.45
H 2.138818 2.045317 -1.022375 -0.52 0.28 0.21
```
Forces are in eV/Å.

## Properties
- orbital gap (alpha / beta) (eV) = 3.132 / 3.525
- <S²> = 0.8065
- highest occupied orbital energy (alpha / beta) (eV) = -7.79 / -7.80
- multiplicity = 2
- charge = +1